1.
A molecular structure, C40H49IN6O2SSbSr. Source: the Open Molecules 2025 dataset; level of theory: ωB97M-V with the def2-TZVPD basis set.

Each line ends with the Mulliken charge.
Geometry (Å):
Sr1 -0.453 0.075 -0.216  2.274
O1 0.891 -1.144 1.220  0.682
C1 0.955 -2.236 1.884  -0.169
C2 2.178 -2.668 2.479  -0.586
C3 2.248 -3.792 3.264  -0.424
C4 1.117 -4.590 3.497  -0.866
C5 -0.062 -4.244 2.879  -0.641
C6 -0.174 -3.111 2.050  1.005
C7 -1.418 -2.965 1.322  -1.188
N1 -1.684 -2.167 0.354  0.521
C8 -3.000 -2.341 -0.280  -1.205
C9 -3.209 -1.314 -1.387  -0.837
N2 -2.885 0.016 -0.900  0.695
C10 -3.852 0.787 -0.562  -1.328
C11 -3.767 2.091 0.055  0.809
C12 -4.963 2.838 0.102  -0.757
C13 -5.023 4.106 0.630  -0.876
C14 -3.841 4.663 1.144  -0.630
C15 -2.661 3.963 1.139  -0.232
C16 -2.557 2.637 0.614  0.226
O2 -1.447 2.002 0.657  0.089
H1 3.055 -2.054 2.296  0.230
H2 3.198 -4.067 3.712  0.418
H3 1.178 -5.469 4.127  0.352
H4 -0.941 -4.872 3.011  0.346
H5 -2.180 -3.700 1.620  0.168
H6 -3.795 -2.232 0.466  0.485
H7 -3.082 -3.343 -0.714  0.477
H8 -4.240 -1.372 -1.760  0.490
H9 -2.543 -1.553 -2.222  -0.223
H10 -4.880 0.461 -0.779  0.116
H11 -5.863 2.385 -0.307  0.324
H12 -5.953 4.661 0.646  0.364
H13 -3.858 5.667 1.558  0.421
H14 -1.751 4.407 1.538  0.159
I1 -1.054 -0.749 -4.730  0.058
C17 -0.061 -2.214 -3.593  -0.144
C18 0.371 -3.367 -4.232  -0.604
C19 1.077 -4.289 -3.476  -0.456
C20 1.322 -4.022 -2.138  -1.035
C21 0.842 -2.840 -1.602  -0.881
N3 0.149 -1.945 -2.322  0.664
H15 0.171 -3.521 -5.282  0.436
H16 1.444 -5.200 -3.934  0.384
H17 1.886 -4.705 -1.515  0.519
H18 1.027 -2.577 -0.565  1.004
N4 -0.346 6.855 -4.505  -0.519
C22 -0.328 5.829 -3.986  -0.154
C23 -0.306 4.540 -3.341  0.551
C24 0.809 4.125 -2.624  -0.567
C25 0.773 2.875 -2.023  -0.930
N5 -0.279 2.062 -2.098  0.882
C26 -1.347 2.474 -2.785  -0.733
C27 -1.413 3.697 -3.425  -0.893
H19 1.687 4.750 -2.538  0.540
H20 1.633 2.505 -1.478  0.618
H21 -2.194 1.794 -2.806  0.480
H22 -2.301 3.993 -3.967  0.524
S1 2.607 0.069 -2.635  -0.158
C28 4.229 0.199 -2.294  0.192
N6 5.374 0.294 -2.077  -0.754
C29 3.092 0.317 4.609  -2.252
C30 2.312 1.628 4.478  1.910
C31 0.882 1.375 4.970  -1.685
C32 2.965 2.699 5.347  -1.773
Sb1 2.149 2.107 2.320  0.595
C33 1.736 4.287 2.389  2.296
C34 1.268 4.652 0.976  -1.655
C35 2.896 5.191 2.799  -1.764
C36 0.557 4.502 3.342  -2.091
C37 4.238 1.997 1.633  1.670
C38 4.495 0.509 1.355  -1.489
C39 5.304 2.527 2.590  -1.665
C40 4.316 2.761 0.306  -1.621
H23 3.035 -0.037 5.650  0.547
H24 4.151 0.437 4.360  0.270
H25 2.674 -0.470 3.971  0.428
H26 0.909 1.069 6.028  0.448
H27 0.406 0.570 4.399  0.209
H28 0.246 2.263 4.895  0.317
H29 3.061 2.326 6.379  0.523
H30 2.369 3.616 5.387  0.282
H31 3.965 2.963 4.996  0.206
H32 2.077 4.577 0.244  0.228
H33 0.902 5.690 0.963  0.556
H34 0.446 4.000 0.652  0.002
H35 3.723 5.142 2.087  0.288
H36 3.286 4.937 3.786  0.225
H37 2.556 6.238 2.834  0.507
H38 -0.262 3.807 3.131  0.248
H39 0.168 5.525 3.220  0.575
H40 0.844 4.385 4.393  0.315
H41 4.531 -0.077 2.279  0.303
H42 5.449 0.393 0.829  0.494
H43 3.723 0.083 0.706  0.000
H44 5.330 1.965 3.529  0.273
H45 5.159 3.582 2.829  0.211
H46 6.293 2.425 2.120  0.505
H47 3.558 2.411 -0.405  0.076
H48 5.283 2.565 -0.170  0.548
H49 4.209 3.843 0.443  0.222

Values from the calculation:
E_HOMO, eV: -4.680
Net charge: -1
Gap between HOMO and LUMO, Eh: 0.2407

2.
A molecular structure, C40H49IN6O2SSbSr. Source: the Open Molecules 2025 dataset; level of theory: ωB97M-V with the def2-TZVPD basis set.

Each line ends with the Mulliken charge.
Geometry (Å):
Sr1 -0.124 0.209 -0.056  0.731
O1 -1.603 1.362 1.133  1.819
C1 -1.962 1.390 2.361  -0.316
C2 -3.334 1.525 2.721  0.151
C3 -3.732 1.645 4.027  -0.584
C4 -2.801 1.639 5.081  -0.988
C5 -1.472 1.475 4.769  -0.532
C6 -1.027 1.327 3.445  0.552
C7 0.395 1.092 3.259  -1.722
N1 0.999 0.837 2.162  0.622
C8 2.439 0.618 2.190  -1.064
C9 2.797 -0.594 1.321  -0.717
N2 2.297 -0.367 -0.034  0.582
C10 3.140 -0.138 -0.965  -1.722
C11 2.853 0.055 -2.382  1.009
C12 3.963 0.032 -3.242  -0.748
C13 3.837 0.047 -4.611  -1.046
C14 2.542 0.051 -5.153  -0.946
C15 1.434 0.106 -4.344  0.051
C16 1.530 0.188 -2.925  0.346
O2 0.489 0.390 -2.205  1.283
H1 -4.058 1.518 1.916  0.403
H2 -4.788 1.746 4.251  0.443
H3 -3.122 1.751 6.108  0.376
H4 -0.731 1.454 5.563  0.313
H5 0.984 1.128 4.188  0.104
H6 2.825 0.484 3.210  0.383
H7 2.931 1.496 1.756  0.314
H8 2.311 -1.484 1.726  -0.137
H9 3.884 -0.746 1.333  0.482
H10 4.213 -0.166 -0.723  0.092
H11 4.951 -0.016 -2.793  0.356
H12 4.707 0.041 -5.253  0.373
H13 2.410 0.011 -6.228  0.448
H14 0.441 0.094 -4.774  0.518
I1 1.614 -5.474 1.066  0.015
C17 0.443 -4.356 2.412  0.043
C18 -0.792 -4.849 2.803  -0.315
C19 -1.535 -4.072 3.672  -0.402
C20 -1.023 -2.862 4.110  -0.353
C21 0.225 -2.479 3.660  -0.357
N3 0.962 -3.221 2.825  -0.374
H15 -1.168 -5.783 2.413  0.366
H16 -2.522 -4.395 3.976  0.365
H17 -1.590 -2.211 4.761  0.378
H18 0.684 -1.550 3.974  0.519
N4 0.714 -4.248 -6.662  -0.549
C22 0.589 -3.852 -5.591  -0.251
C23 0.430 -3.364 -4.240  0.641
C24 -0.813 -2.944 -3.786  -0.869
C25 -0.917 -2.501 -2.477  -0.011
N5 0.119 -2.450 -1.640  0.259
C26 1.302 -2.858 -2.092  -0.655
C27 1.515 -3.326 -3.379  -0.626
H19 -1.681 -2.966 -4.431  0.532
H20 -1.877 -2.192 -2.078  0.142
H21 2.122 -2.818 -1.384  0.656
H22 2.497 -3.640 -3.704  0.489
S1 -1.865 -1.929 0.975  0.154
C28 -3.202 -1.699 -0.004  0.138
N6 -4.132 -1.539 -0.686  -0.750
C29 -0.430 5.211 -0.049  -1.906
C30 -1.839 4.855 -0.531  1.991
C31 -2.693 4.527 0.694  -2.325
C32 -2.460 6.067 -1.222  -1.741
Sb1 -1.517 2.983 -1.696  0.157
C33 -3.532 2.281 -2.272  1.744
C34 -3.345 0.961 -3.030  -2.103
C35 -4.334 3.273 -3.106  -1.671
C36 -4.296 1.956 -0.988  -1.109
C37 -0.717 3.749 -3.618  2.077
C38 0.802 3.786 -3.419  -1.765
C39 -1.188 5.122 -4.093  -1.916
C40 -1.030 2.722 -4.704  -1.675
H23 -0.472 6.091 0.607  0.453
H24 0.239 5.449 -0.879  0.330
H25 0.014 4.390 0.520  0.164
H26 -2.599 5.342 1.424  0.573
H27 -2.388 3.602 1.178  0.283
H28 -3.748 4.446 0.437  0.367
H29 -2.697 6.822 -0.460  0.475
H30 -3.392 5.823 -1.735  0.147
H31 -1.789 6.532 -1.939  0.336
H32 -2.976 1.108 -4.043  0.314
H33 -4.307 0.440 -3.089  0.530
H34 -2.657 0.289 -2.511  0.423
H35 -3.839 3.528 -4.044  0.235
H36 -4.520 4.198 -2.559  0.287
H37 -5.310 2.836 -3.357  0.441
H38 -3.750 1.248 -0.364  -0.327
H39 -5.252 1.487 -1.249  0.606
H40 -4.506 2.845 -0.397  0.269
H41 1.093 4.501 -2.646  0.249
H42 1.294 4.088 -4.354  0.428
H43 1.195 2.809 -3.137  0.291
H44 -0.705 5.924 -3.535  0.326
H45 -2.268 5.254 -4.018  0.312
H46 -0.909 5.250 -5.148  0.499
H47 -0.840 1.705 -4.362  -0.163
H48 -0.389 2.908 -5.576  0.644
H49 -2.066 2.785 -5.036  0.338

Values from the calculation:
E_HOMO, eV: -5.004
Net charge: -1
Gap between HOMO and LUMO, Eh: 0.2587

The most stable of them is 1.

1.
2 unconnected molecules or ions with the total composition C4H8P2. Source: the Open Molecules 2025 dataset; level of theory: ωB97M-V with the def2-TZVPD basis set.

Each line ends with the Mulliken charge.
Geometry (Å):
H1 0.464 -0.510 -1.756  0.002
P1 0.094 -1.427 -0.527  -0.164
C1 -1.521 -0.954 -0.385  -0.100
C2 -2.424 -1.068 0.800  -0.835
H2 -1.721 -0.321 -1.287  0.262
H3 -1.901 -1.603 1.592  0.307
H4 -3.410 -1.678 0.423  0.225
H5 -2.858 -0.116 1.133  0.263
C3 1.889 1.787 -0.063  -0.690
C4 2.672 0.546 0.002  0.155
P2 3.339 -0.862 0.083  -0.300
H6 1.319 1.973 0.879  0.252
H7 1.371 1.742 -0.935  0.318
H8 2.687 2.492 0.040  0.305

Values from the calculation:
E_HOMO, eV: -8.651
Structure (SMILES): [H]/P=C/C.CC#P
Gap between HOMO and LUMO, Eh: 0.3327

2.
2 unconnected molecules or ions with the total composition C4H8P2. Source: the Open Molecules 2025 dataset; level of theory: ωB97M-V with the def2-TZVPD basis set.

Each line ends with the Mulliken charge.
Geometry (Å):
C1 2.489 -0.452 0.685  -0.585
C2 2.550 -0.220 -0.830  -0.522
C3 -1.377 0.478 -0.548  -0.449
C4 -0.225 0.213 0.027  -0.172
P1 -4.607 -0.100 -0.140  -0.028
P2 1.586 1.026 0.082  0.054
H1 1.759 -1.125 0.996  0.227
H2 3.322 -0.391 1.268  0.345
H3 3.432 0.173 -1.231  0.327
H4 2.258 -1.114 -1.401  0.274
H5 -4.085 0.962 0.460  0.020
H6 -1.679 1.265 -1.218  0.304
H7 -0.221 -0.613 0.724  0.170
H8 -5.202 -0.103 1.125  0.036

Values from the calculation:
E_HOMO (alpha / beta), eV: -8.526 / -8.809
Gap between HOMO and LUMO (alpha / beta), Eh: 0.2739 / 0.3015

The most stable of them is 1.

1.
A gas-phase ion, C4H10I2N (charge +1). Source: the Open Molecules 2025 dataset; level of theory: ωB97M-V with the def2-TZVPD basis set.

Each line ends with the Mulliken charge.
Geometry (Å):
C1 1.178 0.110 0.843  -0.876
C2 -0.480 -1.351 0.306  -0.916
C3 0.310 -0.060 -1.465  -0.762
C4 -1.022 1.117 0.225  -0.895
N1 -0.021 -0.025 -0.078  -0.264
I1 -1.663 1.272 2.300  0.263
I2 -0.299 3.031 -0.368  0.307
H1 1.148 -0.128 1.926  0.366
H2 1.841 -0.558 0.406  0.464
H3 1.553 1.159 0.608  0.350
H4 -1.404 -1.615 -0.207  0.370
H5 0.338 -1.921 -0.048  0.473
H6 -0.734 -1.644 1.317  0.362
H7 -0.449 -0.553 -2.015  0.367
H8 0.517 0.878 -1.887  0.384
H9 1.181 -0.644 -1.564  0.375
H10 -1.992 0.933 -0.298  0.631

Values from the calculation:
E_HOMO, eV: -13.229
Net charge: +1
Gap between HOMO and LUMO, Eh: 0.3354

2.
A molecular structure, C4H10I2N. Source: the Open Molecules 2025 dataset; level of theory: ωB97M-V with the def2-TZVPD basis set.

Each line ends with the Mulliken charge.
Geometry (Å):
C1 0.381 0.915 -1.913  -1.049
C2 -0.218 -2.121 -0.476  -0.893
C3 0.519 1.084 -0.425  -0.235
C4 -0.504 0.202 0.352  -0.760
N1 -0.089 -0.184 1.713  0.049
I1 2.487 0.630 0.278  0.075
I2 -2.638 0.609 0.217  0.269
H1 1.030 1.673 -2.466  0.365
H2 0.753 -0.126 -2.226  0.275
H3 -0.686 1.101 -2.201  0.327
H4 0.541 -2.449 0.239  0.413
H5 0.004 -1.916 -1.471  0.378
H6 -1.258 -2.378 -0.338  0.323
H7 0.332 2.081 -0.141  0.555
H8 -0.162 -1.197 1.744  0.327
H9 -0.724 0.347 2.344  0.435
H10 0.953 0.221 1.664  0.147

Values from the calculation:
E_HOMO (alpha / beta), eV: -12.880 / -12.945
Net charge: +1
Gap between HOMO and LUMO (alpha / beta), Eh: 0.3164 / 0.3086

The most stable of them is 1.

1.
2 unconnected molecules or ions with the total composition C4H10NOP. Source: the Open Molecules 2025 dataset; level of theory: ωB97M-V with the def2-TZVPD basis set.

Each line ends with the Mulliken charge.
Geometry (Å):
C1 -2.535 -1.324 -0.774  -0.917
P1 -2.279 -0.067 0.573  -0.032
N1 -1.011 0.641 0.006  0.014
C2 -0.286 1.710 0.594  -0.386
O1 0.501 2.345 -0.369  -0.531
H1 -1.774 -2.099 -0.698  0.267
H2 -2.452 -0.842 -1.745  0.292
H3 -3.515 -1.787 -0.672  0.352
H4 -0.917 2.495 1.026  0.368
H5 0.357 1.304 1.397  0.270
H6 0.962 1.661 -0.870  0.310
C3 2.399 -0.763 0.862  -0.457
C4 1.911 -0.580 -0.347  -0.630
H7 1.799 -1.150 1.669  0.268
H8 3.425 -0.533 1.100  0.225
H9 2.526 -0.205 -1.151  0.272
H10 0.888 -0.806 -0.599  0.317

Values from the calculation:
E_HOMO, eV: -9.047
Structure (SMILES): C/P=N/CO.C=C
Gap between HOMO and LUMO, Eh: 0.3241

2.
2 unconnected molecules or ions with the total composition C4H10NOP. Source: the Open Molecules 2025 dataset; level of theory: ωB97M-V with the def2-TZVPD basis set.

Each line ends with the Mulliken charge.
Geometry (Å):
C1 -0.721 -1.351 -0.427  -0.456
C2 -0.970 -0.266 0.616  -0.534
C3 0.787 -1.421 -0.650  -0.604
C4 0.550 2.243 -0.703  -0.513
N1 0.186 0.595 0.851  -0.430
O1 2.892 0.137 0.434  -0.689
P1 1.541 -0.310 0.614  0.469
H1 -1.104 -2.375 -0.312  0.358
H2 -1.050 -0.953 -1.395  0.210
H3 -1.853 0.213 0.249  0.293
H4 -1.065 -0.471 1.668  0.391
H5 1.377 -2.328 -0.611  0.422
H6 1.167 -0.993 -1.616  0.245
H7 -0.497 2.477 -0.658  0.253
H8 1.201 2.708 0.084  0.268
H9 0.998 1.671 -1.533  0.292
H10 1.432 -0.979 1.946  0.025

Values from the calculation:
E_HOMO (alpha / beta), eV: -8.990 / -9.067
Gap between HOMO and LUMO (alpha / beta), Eh: 0.3078 / 0.3141

The most stable of them is 1.

1.
A gas-phase ion, C2H4O4P (charge -1). Source: the Open Molecules 2025 dataset; level of theory: ωB97M-V with the def2-TZVPD basis set.

Each line ends with the Mulliken charge.
Geometry (Å):
O1 2.140 -0.047 -0.367  -0.754
C1 0.933 -0.289 -0.597  0.681
O2 0.398 -0.852 -1.574  -0.742
C2 0.008 0.557 0.302  -0.150
O3 0.854 1.302 1.482  -0.600
P1 -1.691 -0.222 0.763  0.075
O4 -1.998 -0.798 -0.786  -0.569
H1 -0.193 1.380 -0.347  0.258
H2 1.783 1.408 1.073  0.331
H3 -1.172 -1.540 1.300  -0.003
H4 -1.062 -0.900 -1.249  0.474

Values from the calculation:
E_HOMO, eV: -4.779
Structure (SMILES): O=C([O-])[C@H](O)PO
Net charge: -1
Gap between HOMO and LUMO, Eh: 0.3272

2.
A gas-phase ion, C2H4O4P (charge -1). Source: the Open Molecules 2025 dataset; level of theory: ωB97M-V with the def2-TZVPD basis set.

Each line ends with the Mulliken charge.
Geometry (Å):
O1 2.379 0.061 0.739  -0.806
C1 1.476 -0.032 -0.059  0.456
O2 1.249 -1.376 -0.564  -0.566
O3 1.097 0.826 -1.165  -0.538
C2 0.207 0.698 -0.102  0.140
P1 -1.177 -0.389 -0.425  0.014
O4 -2.248 0.668 0.283  -0.539
H1 1.101 -1.914 0.236  0.288
H2 0.024 1.588 0.553  0.361
H3 -1.100 -1.008 0.745  -0.097
H4 -3.008 0.878 -0.241  0.285

Values from the calculation:
E_HOMO, eV: -3.126
Structure (SMILES): [O-][C@]1(O)O[C@H]1PO
Net charge: -1
Gap between HOMO and LUMO, Eh: 0.2504

The most stable of them is 1.